(1)
The following is a DFT calculation (the ωB97M-V functional and the def2-TZVPD basis) of a structure of composition C10H23N3S.

Computed properties:
Largest force on an atom = 1.81 eV/A
HOMO-LUMO gap = 0.3567 Ha
Total charge = 0
Energy above the lowest of the compared OMol25 structures with the same formula, charge and spin = 0.0 kcal per mole
LUMO level = 0.77 eV
M = 217.4 Da

Each line ends with the Mulliken charge.
Element x y z (Å)
C1 5.03782 -0.27923 -0.75191  -0.612
C2 4.92819 -0.44473 0.76190  -0.573
C3 3.97266 0.63977 -1.34584  -0.625
C4 3.66127 -1.18331 1.20885  -0.767
C5 2.55301 0.07313 -1.26967  -0.730
C6 2.41513 -0.36468 1.06922  0.019
C7 -6.03722 -0.74831 0.39349  -1.496
C8 -3.67567 -1.13635 -0.36743  -1.154
C9 -4.78488 1.07928 -0.78692  -1.341
C10 -4.66889 -0.10931 0.16767  0.884
N1 -0.71984 0.37097 1.43359  -0.569
N2 0.25228 2.58102 0.76042  -0.588
N3 1.94897 0.15984 0.02923  -0.176
S1 -0.17744 1.18451 0.25731  0.505
H1 6.02079 0.13908 -0.98268  0.307
H2 4.97904 -1.26054 -1.23074  0.321
H3 5.79197 -1.01379 1.11218  0.315
H4 4.96225 0.53759 1.23957  0.329
H5 3.99895 1.60649 -0.83395  0.322
H6 4.20822 0.81384 -2.39812  0.342
H7 3.54628 -2.08502 0.59687  0.324
H8 3.77020 -1.49190 2.24914  0.331
H9 1.90079 0.63935 -1.94185  0.318
H10 2.55744 -0.97303 -1.60055  0.360
H11 -3.82561 1.57939 -0.88677  0.286
H12 1.81651 -0.21447 1.96330  0.361
H13 -5.95423 -1.60971 1.05411  0.373
H14 -6.46384 -1.08338 -0.55099  0.333
H15 -6.72464 -0.03596 0.84609  0.388
H16 -3.97869 -1.48667 -1.35253  0.367
H17 -2.68112 -0.70213 -0.43709  0.107
H18 -3.61992 -1.99308 0.30032  0.356
H19 -5.51096 1.79872 -0.41312  0.377
H20 -5.10518 0.74716 -1.77242  0.335
H21 -4.29304 0.25504 1.12995  0.170
H22 -0.68356 0.83187 2.33464  0.269
H23 0.58300 3.17857 0.01471  0.233

Forces on atoms 1 to 6 (eV/Å):
C -0.025 0.296 0.151
C 0.024 -0.183 -0.136
C -0.010 -0.197 -0.030
C 0.247 0.117 -0.083
C 0.292 0.097 -0.306
C 0.028 -0.142 0.135

=====

(2)
The following is a DFT calculation (the ωB97M-V functional and the def2-TZVPD basis) of a structure of composition C10H24Cl2F6NO16S2Zr.

Computed properties:
Largest force on an atom = 8.26 eV/A
<S²> = 0.767
Spin multiplicity = 2
HOMO-LUMO gap (alpha / beta) = 0.2041 / 0.0817 Ha
Total charge = +2
LUMO level (alpha / beta) = -8.78 / -12.11 eV
M = 754.5 Da

Each line ends with the Mulliken charge.
Element x y z (Å)
Zr1 0.14562 -0.02597 0.05406  1.585
Cl1 -3.69274 -0.68785 -1.96699  1.865
O1 -2.40042 -0.48800 -1.44432  -0.621
O2 -3.83032 -2.08800 -2.27931  -0.665
O3 -4.66787 -0.26316 -0.97545  -0.675
O4 -3.74056 0.14849 -3.13006  -0.657
Cl2 3.48471 1.63743 -1.32733  1.655
O5 4.28234 0.85162 -2.23472  -0.389
O6 2.42011 0.85466 -0.80326  -0.476
O7 4.33758 1.96754 -0.17981  -0.289
O8 3.04427 2.81316 -2.02568  -0.408
C1 -1.69933 1.86282 3.47478  0.760
F1 -2.15491 0.59148 3.58154  -0.164
F2 -2.64825 2.71388 3.87297  -0.140
F3 -0.61385 2.01202 4.25829  -0.119
S1 -1.24919 2.25689 1.64896  0.196
O9 -1.67590 1.16241 0.72313  0.001
O10 -1.59339 3.62628 1.25992  -0.467
N1 0.34321 1.57861 1.33680  -0.114
S2 1.21159 2.85723 1.88888  0.805
O11 1.83524 3.64046 0.79407  -0.638
O12 0.66766 3.73571 2.91034  -0.512
C2 2.66171 1.92492 2.86938  0.510
F4 2.93502 0.74287 2.19649  -0.092
F5 3.81360 2.64568 2.93242  -0.175
F6 2.15434 1.68010 4.12212  -0.183
C3 -0.40913 -2.64419 -3.40244  -1.397
C4 -0.01250 -2.65389 -1.95388  -0.171
O13 0.60348 -1.37232 -1.60920  -0.049
H1 -1.14864 -1.89859 -3.69449  0.301
H2 -0.89995 -3.60687 -3.54545  0.407
H3 0.41334 -2.71509 -4.11422  0.486
H4 0.74453 -3.41716 -1.77381  0.447
H5 -0.83898 -2.85218 -1.27145  0.075
H6 1.40272 -1.46061 -2.13363  0.225
C5 -2.04039 3.11543 -2.02024  -1.209
C6 -0.52776 2.77980 -1.67775  -0.367
O14 -0.19870 1.41000 -1.57817  0.335
H7 -2.35646 2.79647 -3.01344  0.436
H8 -2.18977 4.19489 -2.04391  0.406
H9 -2.67799 2.57477 -1.32078  0.207
H10 -0.21397 3.32234 -0.78596  0.172
H11 0.11570 3.20306 -2.44905  0.529
H12 -0.14030 1.20539 -2.51429  0.226
C7 -3.05061 -2.98993 1.36343  -1.437
C8 -2.29706 -1.70265 1.61006  -0.394
O15 -1.01918 -1.57999 0.94206  -0.048
H13 -4.10739 -2.94763 1.62714  0.381
H14 -2.63291 -3.85102 1.88511  0.467
H15 -3.02673 -3.30342 0.31976  0.285
H16 -2.01423 -1.62582 2.65993  0.546
H17 -2.99063 -0.91779 1.30835  0.180
H18 -0.62742 -2.44105 1.10548  0.142
C9 4.08904 -1.85635 0.71401  -1.032
C10 2.64306 -2.41906 0.40725  -0.321
O16 1.67743 -1.43344 0.93328  -0.115
H19 4.22354 -0.82063 0.40212  0.109
H20 4.88644 -2.43694 0.25016  0.443
H21 4.31910 -1.93278 1.77671  0.421
H22 2.50276 -3.39766 0.86633  0.451
H23 2.52238 -2.46700 -0.67499  0.121
H24 1.90691 -1.60932 1.84871  0.149

Forces on atoms 1 to 6 (eV/Å):
Zr -2.160 0.180 -1.999
Cl -4.103 0.136 -1.295
O 5.334 0.311 2.676
O 0.010 0.388 0.110
O 0.868 -0.536 -0.603
O -0.473 -0.351 -0.155

=====

(3)
The following is a DFT calculation (the ωB97M-V functional and the def2-TZVPD basis) of a structure of composition C10H24ClCoI2OP2.

Computed properties:
Largest force on an atom = 6.94 eV/A
<S²> = 6.113
Spin multiplicity = 5
HOMO-LUMO gap (alpha / beta) = 0.2390 / 0.2022 Ha
Total charge = +2
Energy above the lowest of the compared OMol25 structures with the same formula, charge and spin = 4.8 kcal per mole
LUMO level (alpha / beta) = -9.27 / -10.76 eV
M = 570.4 Da

Each line ends with the Mulliken charge.
Element x y z (Å)
I1 0.81026 -0.79794 -2.55172  0.341
I2 -1.68901 -2.21702 1.69156  0.290
Co1 -0.35129 -0.61494 -0.37320  0.044
P1 -1.69499 1.23693 -1.09750  0.734
C1 -3.15782 0.84024 -2.13005  -1.278
C2 -2.41395 2.20306 0.27242  -1.210
H1 -0.01932 2.93667 -1.56260  0.388
H2 -1.58768 3.21927 -2.46994  0.432
H3 -0.39044 1.98579 -3.00603  0.385
C3 -0.84156 2.47509 -2.13265  -1.119
H4 -1.60936 2.56364 0.93338  0.398
H5 -3.01335 3.02969 -0.14620  0.432
H6 -3.60325 1.80132 -2.39050  0.458
H7 -3.86803 0.23469 -1.56620  0.424
H8 -3.06582 1.55289 0.87247  0.376
H9 -2.86407 0.30244 -3.03572  0.381
C4 -1.73221 -1.62642 -0.87289  0.429
O1 -2.55825 -2.14174 -1.52529  -0.214
Cl1 0.79427 1.31095 0.44847  -0.357
C5 1.54140 -4.07061 -0.46094  -1.282
C6 1.22496 -3.47270 0.90216  -0.125
P2 1.29199 -1.59340 0.89300  0.074
C7 1.33363 -1.03350 2.66538  0.090
C8 2.44402 -1.57461 3.57314  -1.321
C9 2.98411 -1.20656 0.21438  -0.431
C10 4.18148 -1.93085 0.79611  -1.246
H10 0.77618 -3.90074 -1.20569  0.295
H11 1.71821 -5.15308 -0.30901  0.401
H12 2.54138 -3.72946 -0.80100  0.295
H13 0.21957 -3.78452 1.31866  0.278
H14 1.92147 -3.85259 1.68031  0.403
H15 1.29495 0.05219 2.66807  0.413
H16 0.35319 -1.36455 3.09703  0.205
H17 3.38781 -1.05458 3.43743  0.298
H18 2.18499 -1.48399 4.61239  0.425
H19 2.61188 -2.64816 3.38521  0.298
H20 2.91823 -1.40198 -0.85360  0.291
H21 3.09851 -0.08497 0.26387  0.375
H22 3.93709 -3.00540 0.88694  0.303
H23 5.02786 -1.84699 0.12164  0.391
H24 4.51476 -1.54604 1.78336  0.237

Forces on atoms 1 to 6 (eV/Å):
I 0.541 -0.249 -0.928
I -1.112 -0.241 1.186
Co 1.338 3.407 1.548
P -0.794 1.055 -0.509
C 0.495 -0.380 0.312
C 0.266 -0.485 0.540

=====

(4)
The following is a DFT calculation (the ωB97M-V functional and the def2-TZVPD basis) of a structure of composition C10H24ClI2N2P2PdS.

Computed properties:
Largest force on an atom = 2.30 eV/A
<S²> = 6.022
Spin multiplicity = 5
HOMO-LUMO gap (alpha / beta) = 0.1640 / 0.1050 Ha
Total charge = +3
LUMO level (alpha / beta) = -12.92 / -14.61 eV
M = 662.0 Da

Each line ends with the Mulliken charge.
Element x y z (Å)
I1 -0.98665 -3.06915 -2.94289  0.399
I2 0.99179 -4.79299 -2.07499  0.508
Pd1 0.07301 -0.76205 -0.06541  0.259
P1 2.07376 -0.04159 -0.91053  1.037
C1 2.24567 -1.04513 -2.39983  -0.885
C2 2.23989 1.67607 -1.39101  -1.147
H1 3.25996 1.87803 -1.72945  0.489
H2 4.39697 0.12133 -0.30575  0.443
H3 2.00502 2.31335 -0.52868  0.289
H4 3.32800 -0.15232 1.11825  0.346
H5 1.27495 -1.09338 -2.91029  0.186
H6 1.52847 1.87411 -2.20545  0.322
C3 3.53564 -0.43238 0.07844  -1.144
H7 3.00829 -0.62316 -3.05518  0.408
H8 3.72024 -1.51232 0.00045  0.369
H9 2.50360 -2.06995 -2.09707  0.087
P2 -0.84318 -1.95817 1.66408  1.083
C4 -1.41248 -3.47513 0.86716  -0.851
C5 0.23946 -2.55872 2.98888  -1.194
H10 -1.97902 -0.50749 3.19710  0.320
H11 -2.90182 -2.02550 2.91462  0.461
H12 -2.91146 -0.72543 1.67659  0.346
C6 -2.30636 -1.23509 2.43957  -1.189
H13 0.86470 -1.73188 3.34281  0.373
H14 -0.35140 -2.96916 3.81306  0.438
H15 -2.11040 -4.00289 1.51862  0.424
H16 -0.53324 -4.09227 0.63720  0.090
H17 0.87690 -3.35154 2.57442  0.385
H18 -1.88590 -3.20985 -0.08585  0.178
Cl1 1.04295 0.49516 2.03892  -0.414
C7 -2.20547 3.27464 -2.37318  -0.816
N1 -1.86732 3.06506 -0.96665  0.127
C8 -1.68383 4.09596 -0.05181  -0.111
C9 -1.09818 3.54883 1.04126  -0.556
N2 -1.04519 2.18581 0.83317  0.308
C10 -1.44595 1.89491 -0.42974  0.071
S1 -1.50049 0.43555 -1.28849  -0.335
H19 -1.35273 3.02920 -3.01072  0.350
H20 -3.03234 2.63800 -2.70276  0.339
H21 -2.46641 4.31881 -2.39920  0.313
H22 -2.05948 5.08376 -0.22265  0.460
H23 -0.70798 3.96738 1.94844  0.497
H24 -0.52201 1.54157 1.45452  -0.061

Forces on atoms 1 to 6 (eV/Å):
I 1.487 -1.564 0.467
I -1.572 1.126 -0.842
Pd -0.336 0.752 0.308
P 1.976 -0.148 -0.336
C -0.339 -0.262 -0.234
C -0.743 0.384 -0.040